1.
This record from OMol25 describes C26H31N2O7PSTeV as an isolated structure. The level of theory is the ωB97M-V functional and the def2-TZVPD basis.

XYZ file:
```
70
Properties=species:S:1:pos:R:3:forces:R:3:lowdin_charge:R:1
V -0.21123 -0.91139 -0.59104 -0.4 -0.3 -0.4 1.035
O -2.08082 3.78568 -2.04978 0.0 0.0 0.0 0.066
C -3.12128 3.14233 -1.48701 0.0 0.0 -0.1 -0.258
C -4.24872 3.90405 -1.18375 0.0 0.0 0.0 -0.001
C -5.36031 3.30847 -0.62737 0.0 0.0 0.0 -0.055
C -5.38020 1.93948 -0.35629 0.0 0.0 0.0 -0.077
C -4.26410 1.18581 -0.63153 0.0 0.0 0.0 -0.057
C -3.11838 1.76829 -1.19070 0.0 0.0 -0.1 -0.093
C -1.94218 0.94133 -1.42200 -0.1 0.1 0.0 -0.351
O -1.94797 -0.30576 -0.96693 0.2 0.0 0.0 -0.134
N -0.89992 1.40568 -2.05683 0.0 0.0 0.1 0.108
N 0.05059 0.40476 -2.14122 0.1 0.1 0.1 -0.051
C 0.74112 0.30277 -3.21797 0.0 0.0 0.0 -0.005
C 1.44452 -0.90703 -3.53149 0.0 0.0 0.0 -0.149
C 2.37131 -0.95282 -4.58504 0.0 0.0 0.0 -0.029
C 2.91025 -2.15008 -4.98992 0.0 0.0 0.0 -0.063
C 2.49114 -3.33702 -4.37599 0.0 0.0 0.0 -0.045
C 1.55622 -3.32435 -3.36526 0.0 0.0 0.0 0.020
C 1.03361 -2.10773 -2.91507 0.0 0.0 0.0 -0.281
O 0.13013 -2.11322 -1.94342 0.0 0.1 0.1 -0.133
H -1.38680 3.13593 -2.27210 0.0 0.0 0.0 0.069
H -4.22644 4.96088 -1.41234 0.0 0.0 0.0 0.124
H -6.23026 3.91337 -0.40694 0.0 0.0 0.0 0.112
H -6.25849 1.47889 0.07320 0.0 0.0 0.0 0.108
H -4.24866 0.12809 -0.41032 0.0 0.0 0.0 0.111
H 0.67218 1.10496 -3.95015 0.0 0.0 0.0 0.157
H 2.65252 -0.03021 -5.07915 0.0 0.0 0.0 0.123
H 3.63354 -2.18086 -5.79240 0.0 0.0 0.0 0.112
H 2.90058 -4.28214 -4.70774 0.0 0.0 0.0 0.116
H 1.21495 -4.23733 -2.89669 0.0 0.0 0.0 0.128
C 4.12534 0.25568 -1.19461 0.0 0.0 0.0 -0.211
S 2.73827 0.30900 -0.07710 -0.1 0.1 0.0 0.973
C 3.54507 -0.26941 1.40158 0.0 0.0 0.0 -0.206
O 1.90269 -0.89256 -0.53093 0.0 -0.1 -0.1 -0.565
H 4.87110 0.96905 -0.84475 0.0 0.0 0.0 0.072
H 3.76816 0.54843 -2.17913 0.0 0.0 0.0 0.051
H 4.52393 -0.75735 -1.22017 0.0 0.0 0.0 0.076
H 4.24603 0.49568 1.73481 0.0 0.0 0.0 0.076
H 4.05600 -1.20700 1.18750 0.0 0.0 0.0 0.073
H 2.76071 -0.39946 2.14437 0.0 0.0 0.0 0.038
C -0.71741 -4.47496 2.16291 0.0 0.0 0.0 -0.053
C 0.62677 -4.37373 1.78744 0.0 0.0 0.0 -0.047
C 1.05252 -3.33025 0.98726 0.0 0.0 0.0 -0.045
C 0.10049 -2.41260 0.59278 0.1 0.0 0.1 -0.184
C -1.22980 -2.47217 0.94141 0.0 0.0 0.1 -0.098
C -1.64424 -3.53994 1.74982 0.0 0.0 0.0 -0.038
H -1.03520 -5.29678 2.79042 0.0 0.0 0.0 0.116
H 1.33463 -5.12214 2.11882 0.0 0.0 0.0 0.116
H 2.07899 -3.23692 0.65942 0.0 0.0 0.0 0.115
H -1.96875 -1.71345 0.67583 0.0 0.0 0.0 0.084
H -2.67793 -3.60442 2.06009 0.0 0.0 0.0 0.123
C 0.54983 -1.44343 4.50067 0.0 0.0 0.0 -0.064
C 0.59777 0.05631 4.34016 0.0 -0.1 0.0 -0.277
O 0.75299 0.37095 2.93131 0.0 0.1 0.1 -0.305
P -0.37802 1.05641 2.04532 0.0 -0.1 -0.1 0.160
O -0.05310 0.35436 0.66439 0.2 0.3 0.1 -0.461
Te -2.55120 0.77741 2.74953 -0.1 0.0 0.1 0.634
O 0.14637 2.51975 1.77941 0.0 0.0 0.0 -0.262
C -0.53064 3.74593 2.17584 0.0 0.0 0.0 -0.269
C -0.26498 4.79369 1.12536 0.0 0.0 0.0 -0.057
H 0.45721 -1.70033 5.55642 0.0 0.0 0.0 0.088
H 1.45607 -1.91185 4.11335 0.0 0.0 0.0 0.076
H -0.31154 -1.84981 3.96800 0.0 0.0 0.0 0.064
H 1.45103 0.50418 4.84747 0.0 0.0 0.0 0.123
H -0.31841 0.51623 4.71116 0.0 0.0 0.0 0.061
H -0.13079 4.03147 3.14848 0.0 0.0 0.0 0.122
H -1.59596 3.53874 2.27942 0.0 0.0 0.0 0.053
H 0.80444 4.97297 1.01459 0.0 0.0 0.0 0.082
H -0.73984 5.72953 1.42189 0.0 0.0 0.0 0.089
H -0.67549 4.49197 0.16271 0.0 0.0 0.0 0.065
```
Forces are in eV/Å.

The HOMO energy is -10.3 eV. Its multiplicity is 1. Its lowest unoccupied orbital energy is -4.59 eV. Its HOMO-LUMO gap is 5.68 eV. As for the net charge: +1.



2.
This record from OMol25 describes one molecule with the formula C26H31N3O5 at a distorted geometry. The level of theory is the ωB97M-V functional and the def2-TZVPD basis.

XYZ file:
```
65
Properties=species:S:1:pos:R:3:forces:R:3:lowdin_charge:R:1
C 5.74601 -0.84066 -2.53882 -0.2 0.2 0.1 -0.065
C 5.07813 -0.07008 -1.40513 0.1 -0.3 0.0 -0.347
C 6.03064 0.11991 -0.22606 -0.4 0.4 -0.1 -0.148
C 5.32921 0.85298 0.91685 0.2 -0.3 0.2 -0.358
C 6.23886 1.00288 2.13075 -0.2 0.1 -0.2 -0.065
C 4.06905 0.05996 1.27838 0.2 0.4 0.1 -0.125
N 3.18876 -0.10644 0.14612 0.0 -0.1 0.1 -0.065
C 1.99504 0.51740 0.05018 -0.4 -0.1 -0.2 -0.138
C 1.76538 1.76438 0.67772 0.1 -0.1 0.0 0.012
C 0.61084 2.47099 0.48422 -0.3 -0.1 -0.2 0.007
C -0.39911 1.98879 -0.36358 0.3 -0.1 0.0 -0.123
C -1.67484 2.72714 -0.45648 0.1 0.1 0.2 -0.443
O -1.97809 3.64447 0.26331 0.0 -0.1 -0.1 0.128
O -2.48546 2.21965 -1.40959 0.2 0.0 -0.4 -0.021
C -3.88045 2.47613 -1.27871 -0.4 0.2 0.4 -0.046
C -4.51649 1.32856 -0.46507 0.3 0.4 -0.5 -0.471
O -5.44598 1.49588 0.28987 -0.3 0.1 0.3 0.081
N -3.91007 0.15282 -0.70698 0.1 -0.4 -0.3 0.112
C -3.96259 -1.01752 0.15289 -0.2 -0.1 -0.1 -0.235
C -4.18167 -2.26403 -0.70646 -0.1 -0.1 0.3 -0.134
C -3.72310 -3.51505 0.03012 0.1 0.0 -0.2 -0.183
C -2.21632 -3.43656 0.24130 -0.2 -0.1 0.0 -0.143
C -1.84225 -2.18058 0.97200 0.0 0.0 0.0 -0.171
C -0.64410 -2.11933 1.67596 0.0 0.0 0.0 -0.047
C -0.27007 -0.97513 2.35388 0.1 -0.1 0.0 -0.080
C -1.11334 0.12333 2.36339 -0.1 0.1 0.0 -0.078
C -2.30690 0.07131 1.67055 0.0 -0.1 0.1 -0.022
C -2.67479 -1.06479 0.95614 0.0 0.0 0.1 -0.111
C -0.23214 0.74421 -0.93667 0.0 0.1 0.0 0.070
C 0.91037 -0.01404 -0.69962 0.0 1.3 0.4 -0.079
N 0.82177 -1.39116 -1.05280 0.0 -0.9 -0.1 -0.343
O -0.05829 -1.72671 -1.82916 -0.1 -0.1 -0.2 0.061
O 1.57314 -2.18528 -0.51355 -0.1 -0.1 0.0 0.067
C 3.80370 -0.80643 -0.95670 0.3 0.2 -0.4 -0.130
H 5.06650 -0.95415 -3.37995 0.0 -0.1 -0.1 0.079
H 6.04238 -1.83131 -2.20182 0.1 -0.1 0.0 0.083
H 6.63317 -0.31491 -2.88284 0.1 0.0 -0.1 0.079
H 4.78064 0.91893 -1.77389 0.0 0.0 0.0 0.148
H 6.90796 0.68327 -0.54926 0.1 0.0 0.0 0.124
H 6.37147 -0.85642 0.12648 0.1 -0.1 0.1 0.129
H 5.03079 1.84809 0.56798 -0.1 0.0 0.0 0.143
H 7.13547 1.55738 1.86574 0.1 0.0 0.0 0.079
H 5.73005 1.53596 2.93055 0.0 0.1 0.1 0.077
H 6.53794 0.02646 2.50521 0.1 -0.1 0.1 0.082
H 3.52876 0.52588 2.10190 0.0 -0.1 0.0 0.124
H 4.36945 -0.94448 1.60227 0.0 0.0 0.1 0.142
H 2.54095 2.19073 1.29322 0.1 0.0 0.0 0.110
H 0.45974 3.42542 0.96507 0.0 0.1 0.1 0.127
H -4.30159 2.51469 -2.28517 0.1 0.0 0.1 0.139
H -4.05440 3.42314 -0.76091 0.0 -0.2 -0.1 0.132
H -3.13702 0.16261 -1.35751 -0.1 0.1 0.2 0.134
H -4.80804 -0.86356 0.83354 0.1 -0.1 -0.1 0.161
H -5.23454 -2.33454 -0.98251 0.0 0.1 -0.1 0.119
H -3.59723 -2.16646 -1.62507 0.0 0.0 -0.1 0.121
H -4.22913 -3.58274 0.99563 -0.1 -0.1 0.0 0.122
H -3.97496 -4.40410 -0.55001 0.0 0.0 0.1 0.112
H -1.71106 -3.43770 -0.73023 0.0 -0.1 0.0 0.113
H -1.85680 -4.30445 0.79776 0.0 0.0 0.0 0.120
H 0.00770 -2.98109 1.67543 0.1 -0.1 0.0 0.114
H 0.67053 -0.94567 2.88449 0.1 0.0 0.1 0.105
H -0.84400 1.01744 2.90520 0.0 0.1 0.1 0.109
H -2.96825 0.92603 1.68302 -0.1 0.1 0.0 0.121
H -1.00745 0.30117 -1.54100 0.0 0.0 0.1 0.120
H 3.12323 -0.84430 -1.80616 0.0 -0.1 0.1 0.128
H 4.04009 -1.83328 -0.65945 0.0 0.0 -0.1 0.137
```
Forces are in eV/Å.

As for the SMILES: C[C@@H]1C[C@H](C)CN(c2ccc(C(=O)OCC(=O)N[C@H]3CCCc4ccccc43)cc2[N+](=O)[O-])C1. The HOMO energy is -8.3 eV. Its multiplicity is 1. Its lowest unoccupied orbital energy is -0.48 eV. Its HOMO-LUMO gap is 7.83 eV.



3.
This record from OMol25 describes C26H31N4O2RuS3 as an isolated structure. The level of theory is the ωB97M-V functional and the def2-TZVPD basis.

XYZ file:
```
67
Properties=species:S:1:pos:R:3:forces:R:3:lowdin_charge:R:1
Ru -0.57355 0.84416 0.91236 0.0 -0.2 -0.4 0.430
O -0.66685 1.73790 -0.99904 0.0 0.1 0.1 -0.345
N -1.28916 2.91417 -1.06270 0.0 0.0 0.0 -0.187
C -1.08351 3.63115 -2.18927 0.0 0.0 0.0 -0.032
C -1.71241 4.82220 -2.41304 0.0 0.0 0.0 -0.084
C -2.58686 5.30335 -1.42931 0.0 0.0 0.0 -0.098
C -2.76707 4.57870 -0.28392 0.0 0.0 0.0 -0.107
C -2.09992 3.35387 -0.05642 0.0 0.0 0.0 -0.672
S -2.26436 2.45150 1.37804 -0.1 0.0 0.0 0.583
H -0.38482 3.16586 -2.86806 0.0 0.0 0.0 0.131
H -1.51770 5.36465 -3.32627 0.0 0.0 0.0 0.094
H -3.10543 6.24345 -1.56710 0.0 0.0 0.0 0.098
H -3.42095 4.92287 0.50507 0.0 0.0 0.0 0.096
S 1.15253 -0.60759 0.14045 -0.1 0.0 0.1 0.581
C 2.59789 0.08996 0.85770 0.0 0.0 0.0 -0.702
C 3.79907 -0.62512 0.83661 0.0 0.0 0.0 -0.170
C 4.95774 -0.13021 1.41524 0.0 0.0 0.0 -0.145
C 4.93020 1.11603 2.03385 0.0 0.0 0.0 -0.145
C 3.74866 1.84019 2.05621 0.0 0.0 0.0 -0.170
C 2.56923 1.35657 1.47624 0.0 0.0 0.0 -0.708
S 1.11030 2.33579 1.55532 0.1 0.1 0.1 0.521
H 3.80347 -1.60038 0.36115 0.0 0.0 0.0 0.084
H 5.87089 -0.71388 1.38873 0.0 0.0 0.0 0.081
H 5.82234 1.52070 2.49848 0.0 0.0 0.0 0.082
H 3.71600 2.81125 2.53888 0.0 0.0 0.0 0.084
C 2.40680 -1.24801 4.17384 0.0 0.0 0.0 -0.029
C 1.05318 -0.80996 4.75337 0.0 0.0 0.0 -0.578
C 1.24935 0.38785 5.69072 0.0 0.0 0.0 -0.040
C 0.37916 -1.97307 5.48611 0.0 0.0 0.0 -0.055
C 0.21076 -0.37414 3.62831 0.0 -0.1 0.0 -0.108
N -0.29928 0.02447 2.68116 0.0 0.0 0.0 -0.022
H 3.05732 -1.57098 4.99019 0.0 0.0 0.0 0.088
H 2.88597 -0.42804 3.63754 0.0 0.0 0.0 0.073
H 2.27847 -2.07203 3.47091 0.0 0.0 0.0 0.094
H 1.92997 0.10647 6.49745 0.0 0.0 0.0 0.084
H 0.30085 0.70485 6.12638 0.0 0.0 0.0 0.086
H 1.67591 1.22788 5.14234 0.0 0.0 0.0 0.090
H 1.00371 -2.28006 6.32763 0.0 0.0 0.0 0.082
H 0.25252 -2.82691 4.81960 0.0 0.0 0.0 0.085
H -0.60010 -1.68247 5.86926 0.0 0.0 0.0 0.083
C 0.73227 -0.46345 -3.48794 0.0 0.0 0.0 -0.086
C 0.11832 -1.83217 -3.24068 0.0 0.0 0.0 -0.209
N -1.19403 -2.02055 -3.86798 0.0 0.1 0.0 -0.051
C -1.23489 -2.07054 -5.32502 0.0 0.0 0.0 -0.211
C -1.81918 -0.80979 -5.94845 0.0 0.0 0.0 -0.074
C -2.36819 -2.22025 -3.21977 0.0 0.1 0.0 -0.419
O -3.40183 -2.50800 -3.81639 0.0 -0.1 0.0 0.047
C -2.38573 -2.05605 -1.73060 0.0 0.1 0.0 -0.117
C -2.87945 -3.06131 -0.91750 0.0 -0.1 0.0 -0.009
C -2.87877 -2.86079 0.45072 0.0 0.0 0.1 -0.050
C -2.38311 -1.66984 0.95802 -0.1 0.1 0.0 -0.124
N -1.92692 -0.68720 0.17723 0.1 -0.1 0.1 -0.064
C -1.94921 -0.87994 -1.14223 0.1 0.0 -0.1 -0.091
H 1.68057 -0.39787 -2.95399 0.0 0.0 0.0 0.065
H 0.09787 0.32850 -3.08997 0.0 0.0 0.0 0.053
H 0.90759 -0.28816 -4.55222 0.0 0.0 0.0 0.064
H 0.04306 -2.00725 -2.17115 0.0 0.0 0.0 0.074
H 0.78027 -2.60912 -3.63759 0.0 0.0 0.0 0.119
H -1.83119 -2.93412 -5.62310 0.0 0.0 0.0 0.115
H -0.21093 -2.22893 -5.66763 0.0 0.0 0.0 0.113
H -2.84628 -0.67298 -5.61322 0.0 0.0 0.0 0.071
H -1.81979 -0.89159 -7.03732 0.0 0.0 0.0 0.070
H -1.23922 0.06991 -5.66828 0.0 0.0 0.0 0.064
H -3.24772 -3.98054 -1.35517 0.0 0.0 0.0 0.120
H -3.23976 -3.62229 1.12874 0.0 0.0 0.0 0.100
H -2.33521 -1.48340 2.02231 0.0 0.0 0.0 0.098
H -1.55888 -0.05530 -1.72480 0.0 0.0 0.0 0.099
```
Forces are in eV/Å.

The HOMO energy is -3.0 eV. Its multiplicity is 1. Its lowest unoccupied orbital energy is 2.67 eV. Its HOMO-LUMO gap is 5.65 eV. As for the net charge: -1.



Computed ΔE to the lowest compared entry with this formula, charge and spin (eV) in order:
0.516, 2.866, 0.000